28
Properties=species:S:1:pos:R:3:forces:R:3 method="wB97M-V/def2-TZVPD" gap_ev=7.2 total_energy_ha=-726.78010 total_charge=+2 relative_energy_kj_mol=1275.78
N 6.040579 0.008022 0.447706 -0.4 -1.7 0.5
N 4.646556 0.016311 0.215328 -5.2 0.0 -0.4
C 3.782607 0.620244 1.337661 -3.1 -0.8 -2.2
C 2.118509 0.686121 1.245699 2.3 -1.7 -3.6
C 1.372261 0.093515 -0.120295 3.3 0.1 1.0
C -0.281179 0.133092 -0.188699 -3.8 -0.2 -0.6
C -1.162780 -0.933104 -1.128181 -1.8 2.5 2.1
C -2.832472 -0.884577 -1.126118 2.6 1.5 1.5
N -3.633014 0.124893 -0.278670 5.1 0.0 -0.3
B -5.180569 0.080941 -0.291323 -4.3 -0.2 0.1
O -5.944474 -0.998021 -1.009763 3.3 1.2 3.4
O -6.023867 1.072330 0.444644 3.3 -3.4 0.3
C -2.858159 1.136018 0.552669 2.7 -0.8 -0.5
C -1.215307 1.225252 0.661996 -1.3 -3.4 -2.6
C 2.360886 -0.522028 -1.274892 1.0 1.4 3.0
C 4.021912 -0.540676 -1.080722 -2.9 1.3 2.5
H 6.144203 -0.289718 1.463869 0.2 0.5 -1.7
H 6.490153 -0.744422 -0.155641 -0.7 1.3 0.9
H 4.303569 1.049797 2.316089 -0.9 -1.1 -2.5
H 1.440384 1.133213 2.109288 2.0 -1.1 -1.9
H -0.575105 -1.724692 -1.794462 -1.8 1.8 1.6
H -3.490902 -1.649981 -1.758938 1.6 1.9 1.5
H -5.942124 -1.753816 -0.324257 -0.3 1.2 -1.7
H -6.092329 0.670275 1.381432 -0.3 1.1 -1.8
H -3.478402 1.919595 1.205385 1.3 -2.0 -1.8
H -0.612725 2.001050 1.307524 -1.9 -1.5 -1.4
H 1.843131 -0.968208 -2.250125 1.7 1.1 2.2
H 4.758656 -0.961426 -1.907205 -1.7 1.0 2.0

=====

15
Properties=species:S:1:pos:R:3:forces:R:3 method="wB97M-V/def2-TZVPD" gap_ev=8.1 total_energy_ha=-481.14488 total_charge=+1
C 1.503807 -0.453639 -0.533330 0.3 0.3 0.6
C 0.589366 0.176861 0.532588 -1.0 0.1 -1.7
F 0.116923 -0.820638 1.378447 0.3 -0.1 0.5
C -0.658527 0.787585 -0.182278 0.3 -0.3 0.0
B -1.811655 -0.366895 -0.108703 0.6 -0.3 -0.9
O -1.790540 -1.426339 -1.036837 0.0 1.4 1.3
H 0.928761 -1.084846 -1.228680 0.0 0.3 0.4
H 2.283393 -1.077497 -0.067157 -0.2 0.4 -0.2
H 1.942373 0.370905 -1.120909 0.0 -0.5 0.2
H 1.099576 0.933580 1.180806 0.2 -1.0 -0.5
H -1.027719 1.724430 0.280699 0.2 -0.3 -0.2
H -0.361494 0.963301 -1.231726 -0.3 0.2 0.4
H -2.613083 -0.284922 0.757887 -0.3 -0.1 0.0
H -1.197542 -2.100061 -0.699264 0.1 -0.6 -0.2
Na 0.996355 2.658168 2.078457 -0.1 0.4 0.2

=====

110
Properties=species:S:1:pos:R:3:forces:R:3 method="wB97M-V/def2-TZVPD" gap_ev=8.8 total_energy_ha=-27620.78828 total_charge=0 relative_energy_kj_mol=454.61
C 6.573508 -4.856916 3.632394 -2.0 0.1 -0.8
C 6.136251 -3.256871 3.849907 2.7 -0.7 1.6
O 4.689917 -3.084731 4.032928 0.4 1.0 -3.4
C 4.013579 -2.594869 2.823705 -0.5 -1.6 -0.7
C 4.503935 -3.316864 1.421522 4.9 -3.9 -7.0
N 5.093240 -3.839587 0.365312 -5.7 5.0 10.0
C 2.387092 -2.880946 3.079141 -0.3 -0.9 0.7
C 2.360735 -4.194194 4.115150 -1.6 -7.2 5.2
N 2.198092 -5.237070 4.902604 1.6 10.0 -7.5
C 1.626086 -1.669788 3.877488 -0.8 0.6 1.0
C 0.266406 -2.156986 4.704317 -0.2 1.0 -0.3
N 0.593530 -2.181881 6.180580 0.0 -0.7 -0.6
C 1.566528 -3.269513 1.715617 -1.6 -0.7 0.1
C 1.506902 -4.915081 1.420956 0.4 0.2 -0.4
C 1.121667 -5.278781 -0.135668 0.1 -1.3 0.2
F 0.668427 -4.127713 -0.950511 1.0 -2.3 1.7
P 4.384450 -0.698668 2.572635 2.3 4.4 1.8
N 4.586636 0.007796 4.046564 -0.2 -1.0 -2.9
O 3.147692 0.065072 1.601892 1.8 -0.6 2.2
O 5.910661 -0.435971 1.718355 -3.3 0.2 0.8
H 7.385406 -4.993126 2.800079 -1.4 0.4 1.9
H 5.582663 -5.374773 3.214098 2.2 0.9 0.9
H 6.809307 -5.388888 4.647729 -0.2 1.2 -2.1
H 6.637996 -2.960430 4.892197 -1.4 -0.4 -2.3
H 6.630614 -2.557699 3.052942 -1.3 -1.3 1.2
H 2.334783 -1.198210 4.710899 -1.3 -1.0 -2.0
H 1.242782 -0.793239 3.162851 1.3 -2.2 1.2
H -0.554922 -1.302206 4.563556 1.8 -1.8 0.1
H -0.213817 -3.136149 4.281538 1.1 1.5 0.7
H 1.596021 -2.394701 6.376288 -1.3 -0.1 -0.4
H -0.018948 -2.829220 6.723358 0.9 0.7 -0.8
H 1.877530 -2.652572 0.758369 -0.2 -1.3 2.1
H 0.428415 -2.971276 1.918964 2.5 -0.5 -0.4
H 2.575359 -5.411089 1.614469 -2.4 1.1 -0.3
H 0.707094 -5.439273 2.119997 1.8 1.3 -1.3
H 0.265226 -6.102931 -0.124362 1.6 2.1 -0.2
H 2.061026 -5.827576 -0.627648 -2.1 1.8 0.7
H 5.559593 0.398176 4.131065 -1.3 -0.6 -0.3
H 2.963314 0.975707 2.011323 0.5 -1.9 -0.5
H 5.972544 0.583029 1.690306 -0.1 -2.1 0.0
C 5.967826 3.416504 -0.171370 0.2 0.0 -0.5
Cl 7.594120 2.747727 -0.458868 -0.5 0.1 -0.2
Cl 4.985272 3.244213 -1.647662 0.3 0.1 0.6
Cl 5.190235 2.532708 1.166112 -0.6 0.5 -0.5
Cl 6.101702 5.141246 0.255006 -0.1 -0.4 -0.1
C 1.264130 4.019107 -3.805891 -0.1 -0.1 0.1
Cl 2.890424 3.350328 -4.093389 -0.4 0.1 -0.1
Cl 0.281576 3.846815 -5.282183 0.3 0.0 0.5
Cl 0.486539 3.135310 -2.468408 0.3 0.3 -0.4
Cl 1.398006 5.743848 -3.379515 0.0 -0.4 -0.1
C -2.738526 0.372523 6.580088 0.1 0.0 0.0
Cl -2.402224 -0.766021 7.908760 -0.1 0.3 -0.3
Cl -1.229227 1.189750 6.101868 -0.4 -0.2 0.1
Cl -3.398186 -0.519800 5.186097 0.2 0.4 0.5
Cl -3.924472 1.586028 7.123588 0.3 -0.3 -0.1
C -0.147963 5.560634 -8.991176 0.1 0.1 0.0
Cl 1.033085 6.052222 -7.750926 -0.3 0.0 -0.4
Cl 0.712554 5.105151 -10.483349 -0.2 0.1 0.4
Cl -1.086723 4.167250 -8.398038 0.2 0.3 -0.2
Cl -1.250752 6.917821 -9.332284 0.3 -0.4 0.1
C -5.842530 -2.677280 2.519593 -0.1 0.0 0.1
Cl -6.749769 -1.258414 3.101387 0.3 -0.4 -0.2
Cl -5.804233 -2.668244 0.738305 0.2 0.1 1.5
Cl -4.177067 -2.616471 3.149783 -0.4 -0.2 -0.3
Cl -6.638967 -4.165893 3.088956 0.2 0.4 -0.2
C 8.652610 2.157729 3.682843 0.1 0.2 0.2
Cl 8.127546 0.468226 3.471566 0.3 0.5 0.1
Cl 10.360966 2.313394 3.201363 -0.4 -0.1 0.1
Cl 7.649538 3.222870 2.666022 0.8 -0.1 1.1
Cl 8.472300 2.626407 5.392312 0.1 -0.3 -0.7
C -7.002924 -2.983492 -3.487018 0.1 0.1 -0.2
Cl -7.886654 -4.523582 -3.634992 1.0 0.6 0.7
Cl -8.108731 -1.628957 -3.829016 0.3 -0.4 0.1
Cl -6.361638 -2.823444 -1.832407 -0.5 -0.1 -1.4
Cl -5.654701 -2.958051 -4.651536 -0.4 0.0 0.3
C -11.056287 -5.881530 -6.460777 -0.1 -0.1 0.1
Cl -9.875240 -5.389943 -5.220528 -1.0 -0.3 -1.0
Cl -10.195770 -6.337013 -7.952951 -0.2 0.1 0.3
Cl -11.995047 -7.274914 -5.867640 0.2 0.3 -0.1
Cl -12.159076 -4.524344 -6.801886 0.4 -0.2 0.2
C -3.389347 1.990735 -1.925273 0.0 -0.1 -0.1
Cl -2.208300 2.482321 -0.685023 -0.4 -0.1 -0.2
Cl -2.528831 1.535252 -3.417447 -0.3 0.1 0.4
Cl -4.328108 0.597351 -1.332136 0.2 0.3 -0.1
Cl -4.492137 3.347921 -2.266381 0.3 -0.3 0.1
C 10.371965 1.626376 8.795891 0.1 -0.1 0.0
Cl 11.729044 2.531570 9.512626 -0.4 -0.2 -0.2
Cl 8.951509 2.693476 8.661209 0.3 -0.2 0.1
Cl 10.834756 1.046289 7.176037 0.0 0.1 0.5
Cl 9.972652 0.234196 9.833600 0.1 0.4 -0.3
C -3.068117 10.435877 -8.543143 0.0 0.0 0.0
Cl -1.362360 10.578356 -9.037956 -0.4 0.0 0.1
Cl -3.643328 12.008527 -7.934501 0.1 -0.4 -0.1
Cl -4.053680 9.944597 -9.943824 0.4 0.2 0.2
Cl -3.213081 9.212028 -7.256428 0.1 0.3 -0.3
C 4.901395 4.817650 5.279709 0.0 -0.1 0.1
Cl 3.592673 5.561103 6.233268 0.3 -0.2 -0.2
Cl 6.470588 5.177349 6.043115 -0.5 0.1 -0.2
Cl 4.661922 3.053185 5.217143 0.0 0.4 -0.1
Cl 4.880321 5.478873 3.625383 0.0 -0.1 0.4
C -6.856656 7.236600 -8.625348 0.0 0.0 0.0
Cl -5.230361 6.567822 -8.912846 -0.4 0.1 0.1
Cl -7.839210 7.064308 -10.101640 0.2 0.0 0.4
Cl -7.634246 6.352803 -7.287865 0.2 0.2 -0.3
Cl -6.722780 8.961341 -8.198972 -0.3 -0.5 0.0
C -15.691047 -6.631259 -8.226767 0.1 0.0 0.0
Cl -16.216111 -8.320763 -8.438044 0.1 0.4 0.1
Cl -13.982691 -6.475596 -8.708247 -0.6 -0.2 -0.1
Cl -16.694118 -5.566118 -9.243588 0.2 -0.3 0.2
Cl -15.871357 -6.162582 -6.517297 0.1 -0.1 -0.4

=====

7
Properties=species:S:1:pos:R:3:forces:R:3 method="wB97M-V/def2-TZVPD" smiles="CC(=O)Br" gap_ev=9.2 total_energy_ha=-2727.14282 total_charge=0 relative_energy_kj_mol=296.88
C 0.374003 0.147693 0.262611 -3.8 0.5 -2.0
C 1.580521 0.527559 -0.369905 3.5 8.7 -5.5
O 1.789834 1.782782 -1.283197 -1.8 -8.3 5.6
Br 3.140560 -0.222801 0.270272 0.3 -0.2 -0.3
H -0.335268 -0.390294 -0.463002 1.0 0.7 0.7
H -0.185112 1.054635 0.535154 0.2 -0.1 -0.2
H 0.438532 -0.453839 1.101344 0.6 -1.2 1.6

=====

20
Properties=species:S:1:pos:R:3:forces:R:3 method="wB97M-V/def2-TZVPD" smiles=C[C@H](N)[C@@H](C)O.O gap_ev=10.1 total_energy_ha=-365.40783 total_charge=0 relative_energy_kj_mol=90.98
C -0.698319 -0.996699 1.348645 1.1 -0.9 -0.5
C -0.482827 -0.806576 -0.193717 -1.6 -1.4 0.1
N 0.758014 -1.402412 -0.714118 0.0 0.5 2.4
C -0.509821 0.644365 -0.578940 0.0 1.8 -0.9
C -1.881932 1.284658 -0.526756 -0.5 1.3 1.0
O 0.482531 1.368866 0.178669 -0.3 -0.8 -0.7
H 0.230549 -0.715895 1.851929 -0.3 0.4 0.4
H -1.581208 -0.468983 1.706221 0.3 0.4 -0.1
H -0.887591 -2.064236 1.620391 0.2 0.6 -0.5
H -1.345432 -1.438408 -0.534387 0.3 1.1 -0.6
H 0.700948 -1.832232 -1.621544 -0.2 -0.3 0.1
H 0.957482 -2.026529 0.062730 0.8 -0.7 -1.0
H -0.275430 0.807706 -1.668466 0.3 -0.8 0.7
H -1.940387 2.235164 -1.083535 0.3 -0.6 -0.5
H -2.528862 0.522500 -0.956805 -0.6 0.4 0.1
H -2.261353 1.692707 0.446620 0.4 -1.2 -0.3
H 1.319241 0.941848 -0.110173 -0.2 0.4 0.3
O 3.215976 0.607235 -0.082712 0.1 0.2 -0.3
H 3.172878 0.153030 0.761454 0.1 0.0 0.2
H 3.555543 1.493891 0.094495 0.0 -0.2 0.1